1.
Entry from the Open Molecules 2025 dataset: an isolated molecule of C6H11NO2 in a non-equilibrium geometry (the ωB97M-V functional and the def2-TZVPD basis).

ORCA input file:
```
! wB97M-V def2-TZVPD RIJCOSX def2/J DEFGRID3
* xyz 0 1
C -2.175 -0.599 -0.739
C -1.288 0.117 0.268
O -2.060 0.821 1.217
C -0.246 -0.803 0.933
C 0.792 -0.298 -0.092
C 2.189 -0.068 0.422
N 3.059 0.559 -0.388
O 2.695 -0.852 1.246
C -0.127 0.906 -0.393
H -1.571 -1.098 -1.510
H -2.787 -1.358 -0.231
H -2.841 0.118 -1.243
H -2.745 1.322 0.764
H -0.006 -0.451 1.945
H -0.464 -1.878 0.961
H 0.861 -0.978 -0.955
H 2.832 1.496 -0.693
H 4.002 0.053 -0.296
H -0.250 1.213 -1.440
H 0.129 1.779 0.223
*
```

The calculation puts the HOMO-LUMO gap at 10.2 eV. The molecular weight comes out at 129.16 g mol⁻¹. The calculation puts the energy above the lowest of the compared OMol25 structures with the same formula, charge and spin at 1.509 eV. The HOMO energy is -9.570 eV.

***

2.
Entry from the Open Molecules 2025 dataset: the ion C7H11O4 with charge -1 in a non-equilibrium geometry (the ωB97M-V functional and the def2-TZVPD basis).

ORCA input file:
```
! wB97M-V def2-TZVPD RIJCOSX def2/J DEFGRID3
* xyz -1 1
C 1.452 2.113 -0.447
C 1.670 0.773 0.351
O 2.835 0.672 1.036
C 3.881 -0.155 0.257
O 4.319 -0.993 1.030
O 3.926 0.102 -0.948
C 0.875 -0.336 0.330
O 1.285 -1.291 1.247
C -0.522 -0.590 -0.176
C -1.429 -0.426 1.132
C -0.808 -1.911 -0.844
H 0.499 2.136 -0.998
H 1.434 2.998 0.181
H 2.287 2.199 -1.079
H 2.281 -1.261 1.449
H -0.857 0.201 -0.933
H -2.549 -0.363 0.908
H -1.431 -1.165 1.872
H -1.191 0.511 1.618
H -0.154 -2.108 -1.713
H -1.883 -1.960 -0.973
H -0.656 -2.820 -0.237
*
```

The calculation puts the HOMO-LUMO gap at 7.3 eV. The molecular weight comes out at 159.16 g mol⁻¹. The calculation puts the energy above the lowest of the compared OMol25 structures with the same formula, charge and spin at 0.000 eV. The HOMO energy is -3.759 eV.

***

3.
Entry from the Open Molecules 2025 dataset: an isolated molecule of C21H32N4O3 in a non-equilibrium geometry (the ωB97M-V functional and the def2-TZVPD basis).

ORCA input file:
```
! wB97M-V def2-TZVPD RIJCOSX def2/J DEFGRID3
* xyz 0 1
C -6.966 0.999 -3.755
C -5.487 1.232 -3.534
C -4.800 0.046 -2.910
C -3.327 0.275 -2.680
C -2.667 -0.913 -2.043
C -1.203 -0.776 -1.841
C -0.556 0.348 -1.815
C 0.896 0.440 -1.626
C 1.236 1.568 -0.697
O 0.387 2.232 -0.171
N 2.564 1.868 -0.617
C 2.952 3.047 0.092
C 4.164 2.828 0.954
C 4.094 1.716 1.937
C 5.228 0.778 2.056
C 3.926 0.278 1.562
C 3.218 -0.421 2.636
O 3.469 -0.106 3.773
N 2.323 -1.427 2.379
C 1.687 -2.017 3.504
C 0.347 -2.500 3.217
N -0.721 -2.347 3.896
C -1.680 -3.124 3.184
C -3.080 -3.277 3.575
N -1.186 -3.680 2.138
O 0.166 -3.257 2.178
C 3.854 -0.142 0.128
C 3.585 0.925 -0.929
H -7.443 1.870 -4.209
H -7.133 0.144 -4.416
H -7.475 0.796 -2.809
H -5.005 1.466 -4.491
H -5.345 2.110 -2.893
H -5.287 -0.191 -1.951
H -4.937 -0.835 -3.555
H -2.832 0.497 -3.634
H -3.197 1.162 -2.046
H -3.134 -1.128 -1.075
H -2.842 -1.800 -2.668
H -0.660 -1.709 -1.672
H -1.075 1.291 -1.959
H 1.303 -0.517 -1.266
H 1.382 0.649 -2.595
H 3.199 3.830 -0.644
H 2.107 3.392 0.664
H 5.054 2.718 0.328
H 4.309 3.751 1.519
H 3.678 2.000 2.875
H 6.033 0.855 1.347
H 5.531 0.477 3.034
H 2.033 -1.678 1.456
H 2.279 -2.865 3.873
H 1.633 -1.289 4.296
H -3.562 -4.057 3.000
H -3.129 -3.531 4.637
H -3.609 -2.332 3.442
H 4.802 -0.631 -0.131
H 3.103 -0.920 -0.014
H 3.308 0.411 -1.856
H 4.488 1.472 -1.181
*
```

The calculation puts the HOMO-LUMO gap at 9.8 eV. The molecular weight comes out at 388.51 g mol⁻¹. The calculation puts the energy above the lowest of the compared OMol25 structures with the same formula, charge and spin at 4.181 eV. The HOMO energy is -9.149 eV.

***

4.
Entry from the Open Molecules 2025 dataset: an isolated molecule of C9H15Cl2F3O2 in a non-equilibrium geometry (the ωB97M-V functional and the def2-TZVPD basis).

ORCA input file:
```
! wB97M-V def2-TZVPD RIJCOSX def2/J DEFGRID3
* xyz 0 1
C 1.165 2.310 0.679
C 1.768 0.924 0.510
C 2.771 0.753 1.621
C 2.498 0.863 -0.836
C 0.680 -0.202 0.606
O 0.201 -0.349 1.949
C -0.551 0.117 -0.281
C -1.438 -1.126 -0.385
O -0.703 -2.092 -1.152
C -2.825 -0.823 -1.030
F -3.377 0.214 -0.341
Cl -2.616 -0.363 -2.775
C -3.817 -2.031 -0.929
F -5.006 -1.758 -1.570
F -3.273 -3.116 -1.535
Cl -4.216 -2.439 0.759
H 1.952 3.071 0.660
H 0.616 2.420 1.619
H 0.483 2.536 -0.163
H 3.549 1.529 1.603
H 3.215 -0.223 1.489
H 2.301 0.767 2.595
H 3.384 1.502 -0.805
H 2.866 -0.153 -1.028
H 1.829 1.228 -1.635
H 1.169 -1.157 0.381
H 0.972 -0.477 2.518
H -1.142 0.939 0.167
H -0.249 0.442 -1.267
H -1.628 -1.474 0.650
H -0.577 -1.831 -2.075
*
```

The calculation puts the HOMO-LUMO gap at 10.8 eV. The molecular weight comes out at 283.12 g mol⁻¹. The calculation puts the energy above the lowest of the compared OMol25 structures with the same formula, charge and spin at 0.000 eV. The HOMO energy is -10.322 eV.

***

5.
Entry from the Open Molecules 2025 dataset: a cluster of 15 separate species, C20H70N12O15 in total in a non-equilibrium geometry (the ωB97M-V functional and the def2-TZVPD basis).

ORCA input file:
```
! wB97M-V def2-TZVPD RIJCOSX def2/J DEFGRID3
* xyz 0 1
C -0.321 -10.123 -9.907
C -0.328 -11.132 -10.988
O 1.024 -11.370 -11.350
H -1.206 -9.970 -9.415
H 0.066 -9.164 -10.332
H 0.430 -10.414 -9.160
H -1.039 -10.696 -11.763
H -0.681 -12.011 -10.443
H 1.073 -11.620 -12.274
C 1.624 -16.479 -6.717
C 2.569 -16.975 -7.782
O 2.019 -17.934 -8.669
H 0.905 -15.971 -7.400
H 2.061 -15.826 -5.921
H 1.118 -17.284 -6.204
H 3.422 -17.519 -7.208
H 3.024 -16.235 -8.333
H 1.509 -18.494 -8.108
C -1.781 -14.044 -8.544
C -3.078 -14.411 -9.210
O -2.776 -15.170 -10.324
H -1.539 -12.959 -8.844
H -0.975 -14.704 -8.826
H -1.736 -14.094 -7.463
H -3.598 -13.554 -9.463
H -3.538 -14.950 -8.442
H -3.616 -15.376 -10.691
C -5.679 -10.453 -11.800
C -5.224 -10.938 -10.478
O -4.052 -10.169 -10.177
H -5.965 -9.386 -11.716
H -6.516 -10.986 -12.230
H -5.031 -10.528 -12.662
H -4.940 -11.993 -10.475
H -5.925 -11.002 -9.635
H -3.686 -10.483 -9.379
C 1.222 -15.014 -10.481
C 0.579 -16.102 -11.228
O 0.907 -16.144 -12.589
H 0.882 -15.336 -9.456
H 0.773 -14.054 -10.673
H 2.323 -15.051 -10.353
H -0.481 -15.976 -11.090
H 0.863 -17.018 -10.739
H 0.282 -16.802 -12.972
C -4.846 -19.357 -10.516
O -6.086 -20.036 -10.668
N -3.966 -19.497 -11.431
N -4.609 -18.491 -9.607
H -4.156 -20.162 -12.194
H -2.900 -19.234 -11.321
H -5.334 -18.413 -8.842
H -3.621 -18.087 -9.486
C -2.850 -16.772 -13.491
O -1.566 -17.189 -13.298
N -3.027 -15.767 -14.237
N -3.888 -17.211 -12.890
H -2.236 -15.227 -14.689
H -3.938 -15.257 -14.255
H -3.855 -18.032 -12.267
H -4.815 -16.714 -12.994
C -1.370 -18.462 -9.675
O -0.558 -19.201 -8.813
N -2.228 -17.601 -9.220
N -1.349 -18.601 -10.944
H -2.176 -17.352 -8.156
H -2.189 -16.735 -9.812
H -0.563 -19.154 -11.213
H -1.685 -17.835 -11.561
C -3.162 -17.484 -6.284
O -4.248 -16.663 -6.192
N -3.260 -18.708 -5.918
N -1.990 -17.124 -6.731
H -4.164 -19.149 -5.520
H -2.478 -19.369 -6.100
H -1.736 -16.132 -6.636
H -1.106 -17.695 -6.721
C -2.121 -14.788 -4.249
O -1.157 -15.022 -5.181
N -2.400 -15.714 -3.360
N -2.662 -13.645 -4.094
H -2.098 -16.718 -3.497
H -2.971 -15.484 -2.658
H -2.447 -12.845 -4.660
H -3.603 -13.579 -3.698
C -6.039 -15.393 -9.732
O -6.081 -15.675 -8.426
N -6.687 -14.307 -10.138
N -5.459 -16.120 -10.676
H -7.112 -13.827 -9.369
H -6.709 -13.939 -11.071
H -5.179 -17.078 -10.373
H -5.709 -15.939 -11.651
C -3.393 -9.411 -7.192
O -2.805 -10.597 -7.679
H -4.448 -9.417 -6.939
H -3.505 -8.622 -7.908
H -2.706 -8.986 -6.365
H -2.337 -10.937 -6.915
C 0.796 -12.689 -7.381
O 2.304 -12.677 -7.312
H 0.665 -12.761 -8.461
H 0.409 -11.704 -7.060
H 0.350 -13.533 -6.835
H 2.580 -12.761 -8.218
C -3.320 -12.746 -12.848
O -2.132 -13.317 -12.399
H -3.101 -11.652 -12.927
H -4.182 -12.980 -12.236
H -3.600 -13.000 -13.780
H -2.416 -13.902 -11.657
C -5.007 -12.780 -6.920
O -4.974 -11.744 -5.955
H -5.871 -13.425 -6.805
H -4.056 -13.276 -6.693
H -5.032 -12.350 -7.910
H -5.765 -11.222 -5.955
*
```

The calculation puts the HOMO-LUMO gap at 8.4 eV. The molecular weight comes out at 718.85 g mol⁻¹. The calculation puts the energy above the lowest of the compared OMol25 structures with the same formula, charge and spin at 2.660 eV. The HOMO energy is -8.869 eV.